--- w ---
This record from the Open Molecules 2025 dataset describes a structure of composition C2H5N2. The level of theory is ωB97M-V/def2-TZVPD.

XYZ file:
```
9
C2H5N2, DFT ωB97M-V/def2-TZVPD
C 0.75 0.50 0.08
C -0.32 0.47 -0.80
N 0.66 -1.79 1.42
N 0.22 -0.76 1.47
H 1.69 0.11 -0.18
H 0.69 1.40 0.79
H -1.16 0.95 -0.42
H -0.48 -0.14 -1.67
H 1.15 -2.43 0.86
```

Total charge   +1

--- x ---
This record from the Open Molecules 2025 dataset describes the ion C2H5N2 with charge +1. The level of theory is ωB97M-V/def2-TZVPD.

XYZ file:
```
9
C2H5N2, DFT ωB97M-V/def2-TZVPD
H -1.74 1.93 0.86
N -1.84 0.89 0.94
C -1.09 -0.01 0.55
N 0.49 0.10 -0.12
C 1.38 -0.70 -0.66
H -1.22 -1.04 0.40
H 0.62 1.08 -0.09
H 1.05 -1.76 -0.99
H 2.35 -0.50 -0.89
```

Total charge   +1

Each structure's energy above the most stable one, in kJ/mol: w 177.0; x 0.0.

--- w ---
This record from the Open Molecules 2025 dataset describes an isolated molecule of C8H15NSi. The level of theory is ωB97M-V/def2-TZVPD.

XYZ file:
```
25
C8H15NSi, DFT ωB97M-V/def2-TZVPD
C -0.24 0.57 -2.43
C 0.91 0.52 -1.77
C -0.96 -1.66 -1.72
C -1.43 -0.27 -2.07
C 1.24 -0.15 -0.62
C 0.86 1.87 1.66
C 1.14 -1.13 2.20
C -1.40 0.18 1.10
N 0.18 -1.94 -1.27
Si 0.49 0.14 1.02
H -0.31 1.06 -3.40
H 1.72 1.19 -2.07
H -1.48 -2.56 -2.11
H -1.92 0.14 -1.13
H -2.11 -0.18 -2.94
H 2.17 -0.71 -0.70
H 0.51 1.78 2.72
H 1.88 2.29 1.64
H 0.20 2.64 1.19
H 0.92 -0.92 3.20
H 0.74 -2.12 2.01
H 2.16 -1.14 2.20
H -1.77 0.88 0.31
H -1.76 -0.96 0.92
H -1.75 0.48 2.06
```

--- x ---
This record from the Open Molecules 2025 dataset describes an isolated molecule of C8H15NSi. The level of theory is ωB97M-V/def2-TZVPD.

XYZ file:
```
25
C8H15NSi, DFT ωB97M-V/def2-TZVPD
C -1.57 1.98 -2.29
C -2.09 0.79 -1.98
C -0.54 2.69 -1.47
C -1.53 -0.16 -0.86
C -0.01 -0.19 -0.67
C 0.31 0.15 2.44
C 2.67 -0.52 0.59
C 0.20 -2.65 0.99
N 0.39 2.29 -0.73
Si 0.84 -0.89 0.93
H -2.16 2.73 -2.87
H -2.86 0.35 -2.62
H -0.47 3.88 -1.64
H -1.92 0.08 0.14
H -1.85 -1.16 -1.15
H 0.48 -0.37 -1.61
H 0.51 1.21 2.36
H -0.79 -0.05 2.40
H 0.75 -0.17 3.33
H 3.06 0.58 0.64
H 3.18 -0.97 1.41
H 3.07 -0.97 -0.35
H 0.73 -3.10 1.86
H -0.89 -2.47 1.08
H 0.49 -3.05 0.07
```

Each structure's energy above the most stable one, in kJ/mol: w 0.0; x 80.5.

--- w ---
This record from the Open Molecules 2025 dataset describes a cluster of 34 separate species, H68O34 in total. The level of theory is ωB97M-V/def2-TZVPD.

XYZ file:
```
102
H68O34, DFT ωB97M-V/def2-TZVPD
O 3.35 0.31 0.76
H 3.36 0.63 1.66
H 2.46 -0.03 0.64
O -4.15 3.28 2.11
H -4.38 4.21 2.08
H -4.25 3.04 3.03
O -3.10 3.03 -2.50
H -2.88 3.04 -3.43
H -2.52 3.68 -2.11
O -1.16 -4.87 -1.62
H -1.43 -5.21 -2.47
H -0.53 -4.17 -1.83
O -5.25 -2.23 2.07
H -6.05 -1.79 2.36
H -4.84 -1.61 1.47
O 2.26 4.31 -3.93
H 2.49 3.54 -3.41
H 1.38 4.54 -3.65
O -4.59 2.17 -0.43
H -4.52 2.86 0.23
H -4.10 2.50 -1.18
O 0.32 -3.16 -4.92
H 0.35 -2.45 -4.28
H -0.58 -3.17 -5.23
O -0.06 3.45 2.26
H 0.54 3.90 1.67
H -0.63 2.94 1.68
O 3.37 2.53 -1.95
H 3.47 1.63 -1.64
H 4.22 2.76 -2.31
O -0.19 1.68 -1.98
H -0.28 2.60 -1.75
H -1.07 1.32 -1.89
O -2.46 0.09 -2.09
H -3.33 -0.06 -2.46
H -2.43 -0.46 -1.30
O 0.16 -5.50 1.47
H 1.00 -5.70 1.05
H -0.04 -4.60 1.20
O -0.13 -0.12 0.37
H 0.21 0.42 -0.35
H -0.69 0.48 0.86
O -1.09 4.17 -1.17
H -0.65 4.13 -0.32
H -0.51 4.69 -1.72
O 3.14 -0.11 -2.89
H 3.95 0.22 -3.28
H 3.38 -0.97 -2.54
O -1.93 1.97 0.89
H -2.44 2.26 0.13
H -2.50 2.13 1.64
O -4.18 -0.60 0.07
H -4.41 0.31 -0.10
H -3.56 -0.56 0.80
O 2.47 -5.12 0.59
H 3.25 -5.62 0.32
H 2.47 -4.35 0.02
O -1.83 -2.93 3.77
H -2.20 -2.94 2.88
H -2.25 -3.66 4.21
O 1.43 0.84 3.80
H 0.68 1.35 3.50
H 1.23 -0.06 3.53
O 0.65 -3.79 4.65
H 0.50 -4.73 4.75
H -0.04 -3.50 4.04
O 4.20 -2.25 -1.22
H 4.93 -2.60 -1.73
H 4.54 -2.21 -0.32
O 0.54 -0.63 -3.59
H 1.32 -0.47 -3.06
H 0.04 0.19 -3.52
O 2.01 -3.45 -1.66
H 2.31 -4.11 -2.29
H 2.78 -2.92 -1.47
O -2.08 3.14 4.54
H -1.73 3.47 5.37
H -1.31 3.07 3.97
O -2.23 -0.21 3.52
H -2.12 -1.15 3.67
H -2.76 0.09 4.26
O 1.14 -1.63 2.88
H 1.01 -2.21 2.13
H 1.22 -2.23 3.62
O -2.49 -2.83 1.01
H -2.97 -3.37 0.38
H -1.57 -2.92 0.75
O 1.74 3.82 -0.18
H 2.02 3.52 -1.04
H 2.13 4.69 -0.09
O 3.92 3.33 1.46
H 3.21 3.31 2.10
H 3.50 3.11 0.63
O 0.29 -2.75 0.54
H 0.97 -2.96 -0.10
H 0.16 -1.80 0.46
O 5.39 0.41 -0.98
H 5.33 -0.46 -1.37
H 4.68 0.45 -0.35
O 0.05 2.80 -4.67
H 0.63 2.70 -5.43
H 0.34 2.13 -4.06
```

--- x ---
This record from the Open Molecules 2025 dataset describes a cluster of 34 separate species, H68O34 in total. The level of theory is ωB97M-V/def2-TZVPD.

XYZ file:
```
102
H68O34, DFT ωB97M-V/def2-TZVPD
O -2.51 -5.39 3.66
H -2.32 -5.43 4.63
H -2.15 -4.50 3.33
O 2.31 -3.22 -1.85
H 1.72 -3.83 -1.39
H 2.10 -3.22 -2.81
O 1.24 -3.91 -4.31
H 0.39 -4.16 -3.84
H 1.41 -4.59 -5.01
O -0.09 -4.37 -0.26
H -0.17 -3.48 0.20
H -0.14 -4.97 0.43
O 0.39 0.87 3.97
H 0.72 1.12 3.06
H 1.04 0.19 4.16
O -0.91 -6.64 1.42
H -1.47 -6.12 1.98
H -1.32 -6.76 0.60
O 2.63 -2.11 4.45
H 1.81 -2.31 3.98
H 3.33 -2.55 3.90
O -0.85 1.69 -4.03
H -0.03 2.19 -4.21
H -0.54 0.75 -4.02
O -0.96 -3.99 -2.94
H -0.73 -4.43 -2.09
H -1.51 -3.20 -2.78
O 0.77 -1.82 2.03
H 1.67 -2.14 1.81
H 0.74 -0.94 1.59
O 0.05 -0.27 -0.66
H -0.30 -0.76 -1.41
H 0.27 0.68 -0.82
O 1.88 2.88 -4.50
H 2.58 3.26 -3.94
H 1.53 3.61 -5.00
O 3.19 3.82 -2.30
H 3.09 4.71 -1.91
H 4.02 3.37 -1.94
O 2.06 6.35 1.48
H 1.27 6.35 2.04
H 2.33 7.21 1.36
O -2.35 -0.09 3.11
H -2.54 -1.01 2.92
H -1.56 -0.06 3.68
O -0.32 3.39 4.73
H 0.13 2.48 4.76
H -1.24 3.18 4.81
O -3.07 0.89 -1.83
H -2.39 1.18 -1.20
H -2.71 1.30 -2.64
O 1.79 6.08 -1.29
H 0.96 5.64 -1.50
H 1.94 6.09 -0.32
O -3.27 5.44 2.20
H -3.62 4.71 1.66
H -3.38 6.22 1.66
O -3.47 -3.70 -0.16
H -4.07 -4.08 0.54
H -3.21 -4.40 -0.70
O -2.56 -1.97 -2.04
H -2.58 -1.06 -1.99
H -2.89 -2.30 -1.24
O 3.16 -2.66 0.96
H 3.29 -3.50 0.52
H 3.23 -1.91 0.36
O 2.76 -0.10 -4.34
H 3.14 -0.06 -3.46
H 2.59 0.84 -4.61
O 3.05 -0.63 -1.64
H 2.11 -0.62 -1.41
H 3.23 -1.58 -1.76
O -0.58 4.88 2.42
H -1.55 5.02 2.50
H -0.36 4.28 3.16
O -1.69 -3.17 2.32
H -0.86 -2.66 2.20
H -2.25 -3.37 1.51
O -1.72 1.38 0.83
H -1.03 0.73 0.58
H -1.91 1.01 1.75
O -0.85 4.20 -0.20
H -0.87 4.55 0.71
H -1.50 3.48 -0.24
O -5.03 -4.50 2.01
H -5.82 -3.94 2.19
H -4.55 -4.85 2.75
O 1.27 2.25 -0.49
H 1.81 2.76 -1.09
H 0.57 2.89 -0.15
O 0.14 -1.07 -3.62
H 1.05 -1.16 -3.99
H -0.08 -2.00 -3.65
O -3.88 3.40 0.50
H -3.39 2.58 0.28
H -4.04 3.84 -0.40
O 1.97 0.88 1.57
H 1.94 1.45 0.73
H 2.91 0.79 1.88
O 5.10 1.94 -1.18
H 4.55 1.19 -1.47
H 5.98 1.59 -1.24
```

Each structure's energy above the most stable one, in kJ/mol: w 278.1; x 0.0.